DFT (ωB97M-V/def2-TZVPD) results for a 2-piece molecular cluster, C6H14O2P overall.

Energy relative to the best compared isomer or geometry (same formula, charge and spin) (kJ/mol): 386.9
E_HOMO (spin up / spin down) (eV): -2.5 / -2.5
Orbital gap (spin up / spin down) (eV): 5.2170 / 5.2070
Energy (eV): -19829.685
Charge: -1

Geometry as XYZ:
```
23
Properties=species:S:1:pos:R:3:forces:R:3:mulliken_charge:R:1
C -4.7395 -0.9722 0.2885 0.0023 -0.7199 -0.4323 -0.365
C -3.7588 -0.3715 1.2113 0.7701 1.5038 -2.4224 -0.376
C 3.1027 -0.3773 0.9341 -0.7186 -1.9824 0.2001 -1.266
C 1.0065 -0.6629 -1.7910 0.8029 -0.6962 0.6025 -1.470
C 1.5635 -0.3946 0.6817 1.8843 0.4610 0.9495 -0.518
C 1.1448 0.2819 -0.5926 -3.6276 -1.0240 0.2076 0.164
O 0.0733 2.2900 0.7140 0.7227 2.6992 2.5309 -0.674
O -0.4205 2.1629 -1.7222 0.7466 3.6216 -0.9905 -0.473
P -0.5315 1.4013 -0.2833 0.5534 -3.8466 -0.8136 0.002
H -4.3273 -1.6607 -0.5199 0.1171 0.8025 0.8010 0.156
H -4.0675 0.7007 1.2717 -0.0066 -0.5237 0.3164 0.238
H -2.6682 -0.3002 0.9351 -0.8885 -0.6383 0.4467 0.003
H -4.0174 -0.7950 2.1493 -0.0016 -0.4119 1.2939 0.349
H 3.4107 0.6472 1.1235 0.4259 -0.0607 -0.4465 0.353
H 3.2190 -0.9654 1.8858 0.3889 0.5075 -0.6857 0.328
H 3.5978 -0.9618 0.1271 0.3243 0.8870 0.4291 0.311
H 0.5777 -1.6615 -1.6365 -0.6282 0.3316 0.4246 0.343
H 0.4654 -0.1462 -2.5854 0.3685 -0.1803 -0.2705 0.358
H 2.0422 -0.9547 -2.0256 -0.0975 0.2559 -0.8992 0.309
H 1.3396 0.0652 1.6743 -1.4272 -0.0145 -1.0349 0.334
H 1.2563 -1.4405 0.6524 -0.2628 -0.0351 0.2639 0.333
H 1.7752 1.0076 -0.9943 1.3900 1.7228 0.1142 0.264
H -0.0440 3.1075 -1.4978 -0.8383 -2.6593 -0.5850 0.297
```
Positions in Å, forces in eV/Å.